DFT (ωB97M-V/def2-TZVPD) results for C18H17MgN3Se4Te2 as an isolated structure.

```
45
Properties=species:S:1:pos:R:3:nbo_charge:R:1
Mg 1.3030 -0.5158 0.0937 1.67
Se -1.3685 0.0238 1.2019 0.62
Se -0.8030 -3.3611 2.1028 -0.47
C -0.5411 -3.3115 0.2652 0.08
C -1.1754 -4.3008 -0.5098 -0.29
C -0.9938 -4.3240 -1.8670 -0.18
C -0.1636 -3.3688 -2.4503 -0.32
C 0.4293 -2.4453 -1.6172 0.06
N 0.2416 -2.3964 -0.3065 -0.64
C -0.0322 -0.0281 2.4903 0.03
C -0.3776 -0.1343 3.8475 -0.27
C 0.6172 -0.0919 4.7870 -0.16
C 1.9475 0.0260 4.3614 -0.31
C 2.1986 0.0759 3.0083 0.09
N 1.2367 0.0668 2.0928 -0.64
H -1.7943 -5.0312 -0.0099 0.22
H -1.4774 -5.0734 -2.4815 0.19
H 0.0072 -3.3450 -3.5188 0.20
H 1.1093 -1.6997 -2.0237 0.20
H -1.4224 -0.2334 4.1077 0.22
H 0.3776 -0.1328 5.8424 0.20
H 2.7571 0.0731 5.0763 0.21
H 3.2165 0.1412 2.6320 0.23
Se 2.5700 1.4053 -1.3962 -0.86
Te 4.9514 0.7169 -1.7805 -0.03
Te 5.3468 -0.6276 0.5522 -0.05
Se 3.4102 -2.1994 0.3712 -0.83
C -0.7961 0.2300 -3.0872 -0.64
C -1.1921 1.4601 -2.3337 -0.07
C -1.8324 2.4975 -2.9782 -0.22
C -2.1958 3.6493 -2.3007 -0.28
C -1.8214 3.7919 -0.9771 -0.21
C -1.1684 2.7773 -0.2980 -0.08
C -0.6614 3.0505 1.0911 -0.64
C -0.9275 1.5428 -0.9466 0.26
N -0.4799 0.4127 -0.2934 -1.14
H -1.1626 0.2576 -4.1123 0.19
H -1.1853 -0.6568 -2.5880 0.23
H 0.2922 0.1588 -3.1034 0.24
H -2.0735 2.3916 -4.0277 0.18
H -2.7512 4.4328 -2.8008 0.18
H -2.0356 4.7196 -0.4537 0.18
H -0.5170 4.1251 1.2200 0.19
H 0.2942 2.5447 1.2520 0.23
H -1.3567 2.7057 1.8665 0.21
```

## Properties
- HOMO-LUMO gap (eV) = 5.4
- net charge = -2
- HOMO (eV) = -1.17

DFT (ωB97M-V/def2-TZVPD) results for C4H5AgF2LiO2 as an isolated structure.

```
15
Properties=species:S:1:pos:R:3:mulliken_spin:R:1
O 0.7804 2.0254 0.2309 -0.92
C 1.1538 1.3609 -0.9437 0.09
C 1.0889 -0.1541 -0.7624 0.82
Li 1.8418 3.0211 1.2125 1.87
H 2.1730 1.6237 -1.2834 0.07
H 0.4765 1.6856 -1.7687 0.01
F 1.0818 -0.6508 -2.1387 0.05
C -0.5766 -1.6447 0.1560 0.00
C -1.7911 -1.9782 0.5927 0.01
O -0.3058 -0.3728 -0.3520 0.01
H 0.2430 -2.3573 0.0207 -0.01
F -0.6323 0.3885 2.5806 0.00
H -2.5887 -1.2399 0.6913 0.00
H -1.9916 -3.0145 0.8623 0.00
Ag -0.9533 1.3071 0.9018 0.01
```

## Properties
- ⟨S²⟩ = 2.00
- HOMO-LUMO gap (spin up / spin down) (eV) = 3.4 / 6.0
- net charge = -1
- multiplicity = 3
- HOMO (spin up / spin down) (eV) = -0.35 / -4.55

DFT (ωB97M-V/def2-TZVPD) results for a 5-piece molecular cluster, C19H28Br8N2O overall.

```
58
Properties=species:S:1:pos:R:3:nbo_charge:R:1
C 1.0060 -1.4331 -1.4872 -0.62
C 1.9087 -0.1645 -1.6034 -0.44
C 1.1727 1.1567 -1.3436 -0.07
O 0.5426 1.7054 -2.5151 -0.52
C -0.6662 1.0976 -2.7256 0.46
C -0.7487 0.1604 -3.8041 -0.03
N -1.8271 -0.5190 -4.0986 -0.36
C -2.8746 -0.2419 -3.2663 0.16
C -4.0974 -0.9497 -3.4515 -0.22
C -5.1940 -0.7232 -2.6624 -0.21
C -5.1279 0.2685 -1.6273 -0.20
C -3.9570 0.9466 -1.4455 -0.19
C -2.7978 0.7140 -2.2365 0.10
N -1.6596 1.4128 -1.9412 -0.41
H 1.3450 -2.0990 -0.6899 0.22
H -0.0486 -1.1519 -1.3131 0.20
H 1.0017 -1.9451 -2.4571 0.21
H 2.4841 -0.1598 -2.5331 0.21
H 2.6428 -0.2547 -0.7878 0.21
H 1.9116 1.8744 -0.9710 0.19
H 0.4467 1.0126 -0.5349 0.19
H 0.1456 -0.0193 -4.3983 0.21
H -4.1889 -1.7017 -4.2295 0.22
H -6.0935 -1.3080 -2.8307 0.21
H -5.9830 0.4552 -0.9856 0.22
H -3.9068 1.6916 -0.6547 0.23
Br 2.5991 1.2217 2.5053 -0.01
C 3.6736 -0.2037 3.2846 -0.45
C 4.1520 -1.1661 2.2321 -0.45
Br 2.7190 -2.3559 1.6675 -0.02
H 3.0634 -0.6764 4.0486 0.23
H 4.5165 0.2982 3.7557 0.23
H 4.9272 -1.8178 2.6309 0.24
H 4.5239 -0.6730 1.3392 0.23
Br -1.2817 -0.7653 1.1064 -0.01
C -1.9455 -1.5174 2.7717 -0.45
C -1.2448 -2.8058 3.1105 -0.45
Br -1.8951 -4.2829 2.0230 -0.01
H -3.0193 -1.6318 2.6603 0.23
H -1.7408 -0.7630 3.5292 0.23
H -1.4527 -3.0946 4.1389 0.23
H -0.1706 -2.7529 2.9599 0.24
Br 6.2272 -3.5418 5.3196 -0.01
C 7.1667 -2.1091 6.2430 -0.45
C 6.6397 -0.7608 5.8346 -0.45
Br 7.2901 -0.2463 4.0736 -0.01
H 8.2235 -2.2329 6.0292 0.24
H 6.9888 -2.2834 7.3021 0.23
H 6.9998 0.0133 6.5091 0.23
H 5.5550 -0.7250 5.7943 0.23
Br -5.8724 4.6198 -2.3687 -0.02
C -4.9452 5.0736 -4.0198 -0.44
C -4.6085 3.8443 -4.8200 -0.46
Br -3.0886 2.8981 -4.0571 0.01
H -4.0679 5.6484 -3.7405 0.23
H -5.6355 5.7106 -4.5691 0.23
H -4.3046 4.1185 -5.8287 0.23
H -5.4285 3.1344 -4.8717 0.23
```

## Properties
- HOMO-LUMO gap (eV) = 8.8
- SMILES = CCCOc1cnc2ccccc2n1.BrCCBr.BrCCBr.BrCCBr.BrCCBr
- HOMO (eV) = -8.55

DFT (ωB97M-V/def2-TZVPD) results for a 2-piece molecular cluster, C3H6NS overall.

```
11
Properties=species:S:1:pos:R:3:nbo_charge:R:1
S -1.4194 2.1615 0.5456 -1.04
H -2.5894 2.7380 0.5700 0.09
C 0.0466 -0.7920 0.1430 -0.05
C 0.0995 -2.0445 0.6480 -0.46
C 1.0363 0.8609 -1.0965 -0.05
N 0.7822 -0.4264 -0.9996 -0.47
H -0.5623 -0.0229 0.6230 0.24
H 0.6124 -2.8742 0.0863 0.18
H -0.3711 -2.2697 1.5935 0.19
H 1.6792 1.2150 -1.8912 0.16
H 0.6860 1.4544 -0.2222 0.21
```

## Properties
- HOMO-LUMO gap (eV) = 7.1
- net charge = -1
- HOMO (eV) = -2.93

DFT (ωB97M-V/def2-TZVPD) results for C9H23B3O7 as an isolated structure.

```
42
Properties=species:S:1:pos:R:3:nbo_charge:R:1
C 1.1911 -2.8867 -0.4025 -0.12
C 2.0397 -2.0591 -0.5865 -0.37
B 2.6973 -0.7042 -0.7690 1.07
O 3.2595 -0.3019 -1.9555 -0.86
B 3.4609 1.0703 -1.9810 1.01
O 2.5786 1.9367 -1.3753 -0.88
B 1.9774 1.3350 -0.2843 1.17
C 0.5925 1.7791 0.2640 -0.82
C -0.4790 0.7984 -0.2336 -0.03
O -1.5813 1.5322 -0.6753 -0.53
C -2.6766 0.7230 -1.0310 -0.06
C -2.4385 -0.1484 -2.2432 -0.64
O 2.6862 0.2439 0.2399 -0.89
H 0.4868 -3.6273 -0.1857 0.24
H 4.4284 1.4807 -2.5328 -0.10
H 0.3345 2.7398 -0.1567 0.26
H 0.5630 1.8105 1.3414 0.24
H -0.7525 0.1166 0.5641 0.17
H -0.0745 0.1932 -1.0438 0.15
H -3.0263 0.1105 -0.2078 0.16
H -3.4910 1.3854 -1.2612 0.19
H -1.6219 -0.8343 -2.0727 0.20
H -3.3111 -0.7303 -2.4797 0.22
H -2.1422 0.4490 -3.0911 0.21
C 1.6026 -3.7916 3.3573 -0.25
O 0.6826 -4.6738 2.7134 -0.73
H 2.2533 -3.3758 2.5930 0.19
H 1.0692 -2.9768 3.8530 0.16
H 2.2085 -4.3335 4.0876 0.16
H 0.1078 -5.0400 3.3890 0.46
C -6.4373 -0.2778 -2.0744 -0.25
O -5.5167 -0.3108 -0.9855 -0.73
H -5.8631 -0.3207 -2.9964 0.18
H -7.1140 -1.1350 -2.0375 0.17
H -7.0198 0.6467 -2.0621 0.17
H -6.0275 -0.2721 -0.1734 0.47
C 4.1987 3.6115 2.0760 -0.25
O 4.5355 2.3320 2.6073 -0.72
H 4.4932 4.3648 2.8013 0.18
H 4.7322 3.7910 1.1388 0.16
H 3.1202 3.6837 1.9062 0.16
H 4.2734 1.6660 1.9656 0.47
```

## Properties
- HOMO-LUMO gap (eV) = 10.2
- HOMO (eV) = -9.74

DFT (ωB97M-V/def2-TZVPD) results for CH19O9Pd as an isolated structure.

```
30
Properties=species:S:1:pos:R:3:mulliken_spin:R:1
Pd 2.5677 -0.6874 2.1738 0.95
C 0.8007 0.8574 0.0012 0.04
O 0.7487 0.0175 1.1045 0.86
H 1.6798 1.5054 0.0592 0.02
H 0.9561 0.3224 -0.9518 0.07
H -0.1410 1.3985 -0.1186 0.01
O 0.1198 -3.6450 0.1241 0.00
H -0.4428 -2.8501 0.0624 0.00
H 0.3177 -3.8672 -0.7934 0.00
O -1.9622 -1.8427 -0.7632 0.00
H -2.5719 -1.9128 -1.5107 0.00
H -1.6296 -0.9443 -0.8098 0.00
O 1.4894 -2.6226 2.2155 0.05
H 1.0883 -2.9832 1.3719 0.00
H 1.0551 -3.1273 2.9155 0.00
O -0.2980 1.3536 -3.5032 0.00
H -0.6134 1.8103 -2.7102 0.00
H 0.6208 1.6319 -3.6056 0.00
O -2.4036 2.1754 -1.7964 0.00
H -2.8034 1.6861 -1.0675 0.00
H -2.2651 3.0650 -1.4440 0.00
O 4.0675 2.6974 -2.0568 0.00
H 4.8532 2.1817 -1.8412 0.00
H 3.6954 2.9520 -1.2066 0.00
O -1.2005 1.7811 2.5410 0.01
H -1.9733 1.9434 1.9878 0.00
H -0.6181 1.2254 2.0106 0.00
O -1.7351 -1.7122 2.7351 0.00
H -2.2926 -1.4168 2.0057 0.00
H -1.1093 -0.9930 2.8709 0.00
```

## Properties
- ⟨S²⟩ = 2.01
- HOMO-LUMO gap (spin up / spin down) (eV) = 9.0 / 6.6
- net charge = +1
- multiplicity = 3
- HOMO (spin up / spin down) (eV) = -14.09 / -14.09

DFT (ωB97M-V/def2-TZVPD) results for a 2-piece molecular cluster, C3H7O3S5 overall.

```
18
Properties=species:S:1:pos:R:3:nbo_charge:R:1
C -1.4216 1.4618 -0.5671 -0.52
C -1.3816 -0.0425 -0.1451 -0.45
C -0.0571 -0.7019 -0.4750 -0.36
O 1.5179 0.9972 -1.3605 -1.00
O 2.5280 -0.7818 -0.0434 -1.00
O 1.1514 1.0072 1.0699 -1.01
S -1.2471 1.6434 -2.4000 -0.17
S -1.7294 -0.1406 1.6501 -0.09
S 0.0246 -2.0004 -1.4524 0.10
S 1.0646 -2.7017 1.8518 -0.31
S 1.4305 0.2300 -0.1320 2.36
H -0.4105 1.8509 -0.2485 0.26
H -2.3128 1.9163 -0.2501 0.22
H -2.2536 -0.3863 -0.6700 0.24
H 0.0834 1.3309 -2.4048 0.20
H -0.5477 0.5126 1.9962 0.19
H 1.5807 -1.7205 2.5526 0.14
H 1.9805 -2.4745 1.0283 0.17
```

## Properties
- HOMO-LUMO gap (eV) = 7.9
- net charge = -1
- HOMO (eV) = -5.30

DFT (ωB97M-V/def2-TZVPD) results for one molecule with the formula C4H6N2O.

```
13
Properties=species:S:1:pos:R:3:nbo_charge:R:1
H 2.8263 -0.5957 -0.2300 0.35
N 2.1245 -1.1559 0.2888 -0.70
C 0.8307 -0.6138 0.0219 0.42
C 0.7534 0.8624 -0.3847 -0.14
O -0.3795 1.3993 -0.6673 -0.52
C -1.5009 0.9259 0.1684 0.07
C -1.5648 -0.3715 0.4057 -0.08
N -0.4632 -1.2842 0.1599 -0.61
H 1.0677 1.1335 -1.4147 0.24
H 1.3718 1.5459 0.4488 0.16
H -2.1220 1.6118 0.1558 0.17
H -2.5168 -0.6518 0.9056 0.23
H -0.3306 -1.9753 1.0641 0.41
```

## Properties
- HOMO-LUMO gap (eV) = 9.7
- SMILES = [H]/N=C1\COC=CN1
- HOMO (eV) = -9.06

Respective maximum force values: 0.036, 0.113, 0.024, 0.073, 0.024, 0.021, 0.083, 0.192 Eh/bohr.